Record 1
The following is a DFT calculation (the ωB97M-V functional and the def2-TZVPD basis) of a 5-piece molecular cluster, C24H48BCl2O11PS4 overall.

The geometry in XYZ format:
```
91
Properties=species:S:1:pos:R:3
P 3.96 -0.32 1.35
H -3.25 0.81 -10.53
H -1.14 1.60 -9.69
H 5.13 -3.92 -1.18
O -2.88 -1.23 6.28
O 0.21 2.84 -5.90
C -3.86 1.55 4.82
H 4.24 -2.81 -2.27
O 4.77 2.95 0.96
H 0.82 -0.02 3.62
Cl 4.90 -0.32 -1.68
C -5.48 -4.72 3.37
H 3.19 -0.92 5.17
O -0.68 -0.17 5.74
C -2.81 0.55 4.35
H -5.74 -5.13 2.39
C 2.32 2.94 -3.37
H -4.22 2.05 -6.76
H -3.95 2.93 6.52
H 5.99 -0.47 2.66
C -3.24 1.84 -10.19
H 3.00 3.38 -2.63
S -2.11 -0.09 5.87
C 2.68 1.48 -3.66
H -2.39 0.75 -7.75
H 3.57 3.79 3.19
C 2.29 -1.20 4.63
H 5.47 1.93 3.89
H -4.75 1.01 5.18
H 5.96 -3.02 -2.42
O -5.41 3.22 -9.51
H 0.91 0.66 -4.64
H -3.24 0.94 7.67
H -4.18 2.20 4.01
C -3.74 -4.92 5.12
H -1.59 2.22 -7.20
H 3.44 3.80 -5.03
H 1.49 -1.23 5.36
H 2.46 0.84 -2.81
H 0.43 -1.03 1.67
C 5.08 0.11 2.77
C -2.55 1.31 6.91
H -1.65 1.69 7.38
C -3.04 -3.95 4.16
H 1.89 4.62 -4.73
Cl 3.60 -3.26 0.77
H -4.28 -4.35 5.88
H -3.03 -5.56 5.62
C 4.56 2.56 2.09
O -5.30 0.79 -8.91
O 1.29 -1.34 1.38
H 6.48 -1.67 -0.64
C 4.75 -1.89 0.66
O -4.93 -2.17 3.75
H 2.35 0.80 3.79
H 4.63 -0.17 3.71
H -3.65 3.54 -7.56
H -2.33 -4.47 3.52
B 2.25 -0.69 2.10
H -2.56 -3.12 4.67
H 3.75 1.40 -3.86
O -3.92 -3.29 1.75
C -2.34 1.83 -7.88
C -4.73 -5.72 4.26
H -1.75 3.22 -9.43
C 1.89 1.05 -4.90
H -5.42 -6.29 4.87
C -3.22 2.33 5.98
H -3.22 -0.27 3.77
S 1.63 2.55 -5.86
S -4.36 -3.34 3.12
O 2.39 2.49 -7.08
H 2.42 0.34 -5.52
C 5.41 -1.79 -0.77
H -2.47 3.01 5.58
C 1.90 -0.17 3.55
H -3.35 2.51 -11.04
C -3.71 2.45 -7.63
O 3.42 2.93 2.79
C 2.41 3.67 -4.71
S -4.65 2.06 -9.10
H -6.37 -4.33 3.85
H -4.18 -6.43 3.63
H 2.40 -2.20 4.23
H -2.01 1.05 3.81
C -2.00 2.16 -9.34
C 5.47 1.62 2.85
H 5.56 -2.13 1.34
H 6.47 1.74 2.46
C 5.15 -2.97 -1.70
H 1.31 3.01 -2.97
```

Output
* SMILES string: CCB(O)P(CCC(=O)O)[C@@H](Cl)[C@@H](C)Cl.O=S1(=O)CCCC1.O=S1(=O)CCCC1.O=S1(=O)CCCC1.O=S1(=O)CCCC1
* max |F|: 1.9 eV/A
* HOMO level: -0.3051 hartree
* energy: -126539.7981 eV
* energy above the lowest of the compared OMol25 structures with the same formula, charge and spin: 17.3 kJ/mol

Mulliken atomic charge list, values in e, 5 entries: 0.115 0.348 0.349 0.439 -0.655


Record 2
The following is a DFT calculation (the ωB97M-V functional and the def2-TZVPD basis) of a 3-piece molecular cluster, C24H48N2O2 overall.

The geometry in XYZ format:
```
76
Properties=species:S:1:pos:R:3
O -2.94 0.31 1.02
C -4.26 -1.71 1.03
H -4.93 -1.09 0.27
H -2.99 -1.00 2.87
H 5.64 5.81 0.58
H -9.11 -0.70 2.09
H -4.63 -3.50 2.56
H 3.62 -4.48 -0.18
C -7.55 -1.88 0.88
C 3.41 -1.20 -1.82
C 4.94 3.79 0.16
H -5.18 -3.78 0.77
H 3.12 -1.68 0.90
H 3.60 6.89 -2.44
H 2.39 4.88 0.60
H -1.94 -3.73 1.40
C 5.46 -3.50 -2.15
H 2.98 -2.04 -2.37
H 1.69 0.07 -2.12
H 4.86 4.70 -2.32
C 3.77 -2.37 0.35
H 6.30 -2.38 -0.52
C 3.90 4.85 -1.82
H -1.05 -3.29 -0.21
C -2.94 -2.03 0.06
C 2.28 -0.32 -1.28
H 6.41 -3.69 -2.66
C 2.97 -3.63 0.05
H 4.63 6.75 -1.02
C -3.67 -0.54 2.01
H -9.67 -2.54 1.67
C -0.05 -0.70 2.18
H 4.68 -3.44 -2.91
H -7.44 -2.55 -0.07
H 0.37 3.67 -0.23
H 2.87 6.54 -0.87
H -3.48 -2.60 -0.84
H 4.35 5.25 1.68
C 5.23 4.94 1.11
C 2.50 3.95 0.03
C 1.27 3.75 -0.85
C -9.12 -1.56 1.26
H 2.67 0.53 -0.72
H 1.12 4.59 -1.53
C -2.57 -0.43 -0.23
H 5.27 -4.37 -1.51
H 1.60 -0.88 -0.64
H 2.49 3.13 0.76
H 1.34 2.83 -1.44
C 5.58 -2.22 -1.33
H -6.52 -1.70 2.94
H -7.18 -3.46 2.63
H -10.62 -0.16 0.05
C -1.66 -2.82 0.70
C 3.74 6.34 -1.51
O -2.08 0.12 -1.36
H 6.06 -1.46 -1.97
N 3.76 3.91 -0.71
H 2.27 -3.50 -0.78
H 2.39 -3.91 0.93
C -0.56 -1.81 1.45
H 4.56 -2.61 1.07
H 3.96 -0.59 -2.55
H 3.16 4.59 -2.59
H -7.07 -0.82 0.61
H -10.31 -1.98 -0.64
H 6.00 4.63 1.83
C -9.85 -1.03 -0.14
C -5.12 -2.96 1.64
H -4.52 -0.04 2.64
C -6.67 -2.53 2.10
H 4.83 2.87 0.76
H 0.40 0.22 2.80
H 5.83 3.60 -0.46
H -8.97 -0.66 -0.86
N 4.35 -1.64 -0.79
```

Output
* SMILES string: C#CC[C@@H]1C(=O)OC[C@@H]1CCCCC.CCN(CC)CC.CCN(CC)CC
* max |F|: 9.6 eV/A
* HOMO level: -0.2874 hartree
* energy: -32731.1213 eV

Mulliken atomic charge list, values in e, 5 entries: -0.312 -0.045 0.061 0.219 0.210


Record 3
The following is a DFT calculation (the ωB97M-V functional and the def2-TZVPD basis) of a 5-piece molecular cluster, C24H48NO11P overall.

The geometry in XYZ format:
```
85
Properties=species:S:1:pos:R:3
H 3.54 -2.36 4.61
C -4.49 -1.69 -8.25
H 0.02 2.71 -0.88
H -3.09 0.41 2.19
C -1.47 4.46 0.71
O -2.53 -2.68 -5.86
C 1.41 -4.79 -3.94
H -5.15 -0.82 -8.27
H 5.23 -1.95 4.25
H 3.81 -5.55 -2.81
H 1.36 -5.56 -3.16
H 1.66 -1.62 -1.41
H -1.41 -4.34 -6.39
C -2.38 4.73 -0.47
H 3.04 -0.23 3.20
C -1.24 2.98 0.82
O 1.45 -1.57 3.22
H -0.55 5.01 0.53
C -2.23 0.83 1.68
O 0.66 -3.11 -2.36
C 2.33 5.03 7.20
H -1.97 4.84 1.60
O 2.73 -4.30 -4.07
H -3.36 4.22 -0.46
H 4.44 -3.91 -3.04
C -1.84 2.24 1.97
C -2.39 -3.89 -6.58
H -1.13 4.63 4.44
H -1.53 -1.74 -0.95
H 0.66 -1.09 -2.77
H -3.42 -0.27 -6.60
H -0.59 -4.11 -3.62
H 3.02 5.59 7.85
O 4.17 -2.55 2.63
C -1.76 -1.62 -6.40
O -0.12 6.17 5.41
H 3.02 -4.17 -2.01
O -1.96 2.74 3.06
H -4.72 -2.33 -9.10
C -0.31 0.82 0.22
H 0.98 -2.73 1.62
C 0.32 6.12 7.80
C 0.42 -3.69 -3.63
H 2.67 -3.94 2.96
C 3.53 -4.50 -2.92
O -2.07 5.44 -1.39
O 0.75 0.26 0.05
H -1.99 0.17 -7.55
H 0.46 -2.92 -4.41
P -2.02 -1.56 0.35
H -1.31 7.07 6.80
C 4.42 -2.64 4.02
H -1.39 5.30 6.80
C 1.97 -0.27 3.39
H -4.66 -2.25 -7.33
C -0.50 2.27 -0.04
H 2.21 -1.92 -3.07
C -0.13 4.90 4.78
C -1.50 0.13 0.81
H -2.51 -3.73 -7.65
C 1.85 -2.19 2.01
C 1.34 -1.87 -2.42
H 1.14 -5.25 -4.89
H -3.17 -4.57 -6.23
H 3.18 -3.69 1.28
C 2.97 -3.18 2.22
O 1.06 4.91 7.80
H 0.25 4.12 5.44
H -1.32 -1.06 -5.57
H -1.29 -2.43 1.17
H 2.14 -1.44 1.27
H -0.19 6.19 8.77
H 0.99 6.98 7.71
N -3.57 -1.75 0.41
C -2.61 -0.67 -7.22
C -0.72 6.15 6.70
H 1.47 0.44 2.73
H -4.10 -0.95 0.71
H 1.78 0.02 4.43
O -3.13 -1.29 -8.38
H 0.53 4.98 3.91
H -0.95 -2.01 -7.02
H 2.28 5.52 6.23
H 2.73 4.02 7.06
H 4.72 -3.65 4.30
```

Output
* SMILES string: N=[PH2]C1=CC(=O)C(CC=O)=CC1=O.COCCOC.COCCOC.COCCOC.COCCOC
* max |F|: 1.3 eV/A
* HOMO level: -0.3347 hartree
* energy: -58959.8189 eV

Mulliken atomic charge list, values in e, 5 entries: 0.305 -0.687 0.527 0.466 -0.748


Record 4
The following is a DFT calculation (the ωB97M-V functional and the def2-TZVPD basis) of C24H48NO2P2Si2Zr as an isolated structure.

The geometry in XYZ format:
```
80
Properties=species:S:1:pos:R:3
H 2.62 2.90 1.48
H 1.85 -2.42 -0.81
C 0.27 -2.33 3.99
H -1.79 -2.10 1.51
H -1.56 4.34 -2.45
C -3.34 1.87 3.76
H -0.06 -2.95 4.83
C -0.64 -0.08 5.50
C -0.85 3.97 -1.69
C -1.01 0.39 2.32
H -1.82 -4.56 1.79
H 0.62 -1.21 -2.54
Si -0.97 -0.90 3.82
H 1.83 -4.87 -0.50
H -2.65 -2.30 4.99
H 1.11 2.38 2.26
O 0.47 -1.81 -3.32
H 0.09 5.89 -1.33
H 0.34 -2.98 3.11
C 0.03 -2.16 0.32
H -1.86 -1.42 -2.87
H -0.67 -0.87 6.27
H 0.20 -2.65 -2.92
C -1.01 -4.09 1.21
C 2.40 -0.16 2.67
C -3.50 0.49 0.03
H -2.96 -2.37 3.26
C -1.00 -2.70 1.04
H -1.22 3.94 4.56
H 0.82 -0.22 -1.52
H -0.36 -0.62 -4.31
C -0.88 2.63 -1.37
H -3.55 -0.83 -2.73
H 1.64 4.94 0.41
C -2.06 3.57 1.75
C 0.00 -4.88 0.66
C -1.79 1.63 -2.06
P 2.09 0.53 1.08
H 0.31 3.49 3.81
H -1.30 1.24 -2.99
H -2.72 3.34 0.91
H -0.38 2.48 5.10
H 0.07 0.71 -4.94
C 0.05 4.82 -1.07
C 1.69 2.33 1.32
C 1.03 -4.26 -0.06
H -3.71 -0.37 0.68
P -2.17 0.11 -1.07
H -0.01 -5.97 0.79
H -3.73 2.85 4.08
H -3.24 1.23 4.63
H -4.40 0.72 -0.57
C 3.55 0.42 0.10
C -2.68 -1.70 4.07
H 3.42 0.92 -0.87
C 1.04 -2.88 -0.24
N -0.02 2.19 -0.44
H -2.73 2.11 -2.37
C 0.86 2.96 0.21
H 2.57 -1.24 2.57
C 0.92 4.30 -0.11
H -2.03 0.02 1.94
H 1.27 -1.98 4.24
H 4.39 0.87 0.65
Si -1.65 2.15 2.93
H -1.13 4.01 1.36
Zr -0.03 0.02 0.07
H 3.78 -0.64 -0.11
H 1.53 -0.03 3.34
H 3.28 0.32 3.11
H -2.54 4.36 2.34
H -4.03 1.43 3.04
H 0.36 0.36 5.49
H -1.41 0.65 5.75
H -3.27 1.35 0.68
H -3.46 -0.94 4.17
O -0.72 0.22 -4.69
H -2.92 -2.06 -1.58
C -0.62 3.08 4.22
C -2.67 -1.16 -2.16
```

Output
* max |F|: 5.0 eV/A
* HOMO level: -0.4005 hartree
* energy: -66859.0573 eV
* net charge: +1

Mulliken atomic charge list, values in e, 5 entries: 0.770 0.416 -1.249 0.131 0.541


Record 5
The following is a DFT calculation (the ωB97M-V functional and the def2-TZVPD basis) of a 4-piece molecular cluster, C24H48NO2S2 overall.

The geometry in XYZ format:
```
77
Properties=species:S:1:pos:R:3
H 6.13 -6.77 -1.97
H 2.94 6.83 -0.85
C -2.68 -4.97 -1.92
H -0.26 -0.13 -1.10
C 2.74 -6.84 -1.14
H -3.96 4.82 2.34
C -1.60 -4.42 -0.98
H 1.16 8.47 -1.51
H -1.06 -5.26 -0.54
C 0.31 7.25 0.02
C -0.14 2.72 2.90
H 1.12 -5.61 -1.82
C 2.17 6.59 -1.59
H -0.75 5.18 -1.62
H 4.51 -7.83 -0.46
H -1.34 -3.29 0.82
C 2.52 -4.29 -0.87
H -4.41 1.05 4.37
C 5.07 -6.69 -2.18
C -2.45 3.24 3.21
S -4.40 1.32 3.06
H -0.12 -1.63 -0.19
S -3.71 4.43 3.60
C 4.25 -6.87 -0.91
C -1.78 1.01 2.77
H -2.34 7.04 -1.03
O 1.84 4.22 2.75
H -2.05 -0.02 2.60
H 2.60 6.77 -2.57
H -1.40 4.21 -0.31
N -2.74 1.92 3.01
H 2.47 -7.65 -1.82
H 0.18 7.17 -2.14
H 0.83 -4.44 0.48
H -1.75 -1.86 -2.10
H -3.41 -5.57 -1.37
H 3.60 -4.14 -0.79
H 4.89 -5.71 -2.64
C -0.80 -0.83 -0.46
H 2.13 -3.40 1.07
C -0.15 5.83 0.35
C -1.12 3.66 3.15
C -2.49 6.03 -0.67
H 1.17 4.91 2.87
H -0.87 -3.86 -1.56
H 1.04 7.56 0.77
H -2.95 6.09 0.32
H 4.81 -7.46 -2.92
C 1.91 -4.33 0.53
C -2.89 -2.30 -0.31
C -1.18 5.24 -0.62
H -0.54 7.94 0.12
C -2.16 -3.56 0.15
H -0.91 4.70 3.30
H -0.58 5.84 1.37
H 1.97 5.51 -1.52
H 2.13 -3.41 -1.40
H -3.21 -4.18 -2.44
H -2.23 -5.62 -2.68
H 2.31 -5.15 1.12
H -2.67 -0.51 -1.48
C -0.46 1.39 2.72
O 2.08 2.06 2.79
C 1.35 3.00 2.82
H 2.60 -5.37 -2.72
H 0.31 0.66 2.53
H 0.71 5.16 0.39
H -3.23 -1.75 0.58
H -3.79 -2.56 -0.86
C -2.05 -1.36 -1.18
C 0.91 7.42 -1.37
H 2.23 -7.06 -0.20
H 4.54 -6.11 -0.18
C 2.21 -5.52 -1.71
H -3.20 5.55 -1.34
H -2.85 -4.16 0.75
H -1.09 -0.30 0.45
```

Output
* max |F|: 1.0 eV/A
* HOMO level: -0.4531 hartree
* energy: -52915.5665 eV
* net charge: +1

Mulliken atomic charge list, values in e, 5 entries: 0.381 0.294 -1.545 0.467 -0.799


Record 6
The following is a DFT calculation (the ωB97M-V functional and the def2-TZVPD basis) of a 3-piece molecular cluster, C24H48NO9P2 overall.

The geometry in XYZ format:
```
84
Properties=species:S:1:pos:R:3
H 3.60 -0.17 0.35
C 2.82 0.65 -4.41
H 1.00 -0.07 4.81
O 4.00 0.79 -2.30
C -7.46 -1.23 -1.49
H 2.06 1.33 4.61
H -2.60 1.13 -0.43
O 2.92 -0.53 4.30
H 1.59 -0.28 -1.17
H -6.49 -1.02 3.82
H -7.35 0.36 3.16
C -0.25 -1.65 -2.62
H 1.43 -2.93 -1.86
C 1.79 0.35 4.19
O -4.95 1.82 0.43
O -4.77 -0.38 -0.45
H -4.77 1.15 -1.86
H 3.96 3.70 -3.78
C -4.20 0.25 -1.59
P -5.65 0.49 0.65
H 2.01 0.15 -5.02
H 4.75 2.66 -1.90
H -6.99 -0.38 -1.97
H -8.36 0.03 0.02
C -2.11 -1.38 -4.37
H -2.09 0.58 -5.41
H -8.45 -1.70 0.36
H 4.10 -0.15 6.75
C -0.42 0.52 -3.97
H 3.10 2.36 -1.26
H -6.76 -2.07 -1.55
C -7.81 -0.92 -0.05
C -6.51 0.07 3.79
H -1.86 -3.20 -3.12
O 5.65 0.79 3.28
C 0.42 -2.59 -1.55
C 3.20 2.96 -3.42
H 5.19 -1.06 7.81
H 6.41 -1.94 5.87
H 1.22 -0.48 2.28
C -2.74 0.57 -1.36
H 4.03 -1.91 6.75
C 1.30 0.49 2.76
H -3.00 -1.78 -4.91
H -2.33 1.16 -2.18
O 5.14 -1.25 4.44
C 1.51 0.30 -2.13
C 4.71 -1.05 6.83
O -6.65 -0.86 0.80
C 3.76 2.20 -2.16
C -1.58 -0.05 -4.65
C -1.43 -2.20 -3.34
H 0.33 0.99 2.74
C 2.87 0.15 -2.92
H 1.99 1.09 2.17
H -6.71 0.45 4.80
C -5.21 0.63 3.25
H 0.46 -2.02 -0.57
H 6.48 -0.63 1.26
H 6.03 -0.05 -0.36
H 3.32 2.42 -5.41
C 5.75 -1.09 5.72
C 4.41 -0.01 1.07
H 5.52 -1.65 0.21
P 4.41 0.05 3.74
H -0.25 -3.46 -1.36
C 0.29 -0.31 -2.90
C 5.69 -0.61 0.51
H -8.36 -1.48 -2.06
H 6.36 -0.18 5.73
H -2.16 -0.35 -1.27
H 1.78 2.37 -4.80
H -4.40 0.41 3.96
O -4.86 0.02 2.01
H 3.11 -0.95 -2.94
H 3.78 0.30 -4.89
H -4.29 -0.44 -2.43
H -5.26 1.71 3.14
H 2.31 3.57 -3.09
H 4.50 1.07 1.21
N 2.76 2.13 -4.59
O 4.04 -0.65 2.28
H -0.01 1.54 -4.15
H 1.22 1.35 -1.88
```

Output
* max |F|: 8.8 eV/A
* HOMO level: -0.4286 hartree
* energy: -64152.6479 eV
* net charge: +1
* energy above the lowest of the compared OMol25 structures with the same formula, charge and spin: 480.6 kJ/mol

Mulliken atomic charge list, values in e, 5 entries: -0.440 -1.262 0.341 -0.380 -0.912


Number 1: HOMO-LUMO gap 8.515 eV. Number 2: HOMO-LUMO gap 8.316 eV. Number 3: HOMO-LUMO gap 7.295 eV. Number 4: HOMO-LUMO gap 7.226 eV. Number 5: HOMO-LUMO gap 7.083 eV. Number 6: HOMO-LUMO gap 8.366 eV.